The following is a quantum chemistry calculation of one molecule with the formula C24H29N5O3, from the Open Molecules 2025 dataset.

```
61
Properties=species:S:1:pos:R:3
C -1.9938 -4.2795 1.5574
H -1.0472 -3.9823 2.0216
O -2.6214 -3.1980 0.9107
C -1.9954 -2.6305 -0.1678
C -2.7183 -1.6452 -0.8401
C -2.1582 -0.9893 -1.9170
C -0.8790 -1.3076 -2.3413
C -0.1585 -2.2973 -1.6880
C -0.7148 -2.9535 -0.5967
H -0.1318 -3.7076 -0.0904
C 1.2790 -2.5537 -2.0699
N 2.0991 -1.5717 -1.3799
C 2.3050 -0.3534 -1.9223
O 2.2303 -0.1152 -3.1096
C 2.6019 0.7497 -0.8898
N 1.4073 0.9333 -0.0695
C 0.9697 0.0775 0.8711
O 1.5670 -0.8841 1.3301
N -0.2937 0.4006 1.3578
C -1.2399 1.1025 0.6685
N -1.1999 1.9150 -0.3460
C -2.5320 2.2184 -0.5741
C -3.1042 3.0273 -1.5430
C -4.4814 3.1451 -1.5518
C -5.2808 2.4819 -0.6236
C -4.7331 1.6717 0.3549
C -3.3572 1.5464 0.3679
N -2.4801 0.8475 1.1598
C -2.4652 -0.0924 2.2470
H -2.8613 0.3607 3.1615
H -3.0528 -0.9836 2.0074
C -0.9575 -0.4146 2.3743
H -0.7384 -1.4685 2.1873
H -0.5620 -0.1531 3.3593
H -5.3515 1.1556 1.0737
H -6.3528 2.6018 -0.6697
H -4.9536 3.7663 -2.2981
H -2.4862 3.5383 -2.2632
H 0.7066 1.5766 -0.4334
C 3.8594 0.4794 -0.0616
H 3.6981 -0.4030 0.5563
H 4.6805 0.2697 -0.7500
C 4.2367 1.6542 0.8507
C 5.2338 1.1810 1.9065
H 4.8023 0.3856 2.5096
H 5.5106 2.0004 2.5660
H 6.1367 0.8030 1.4314
C 4.8271 2.8180 0.0588
H 5.7272 2.5005 -0.4637
H 4.1207 3.1987 -0.6739
H 5.0903 3.6340 0.7281
H 3.3293 1.9967 1.3598
H 2.7279 1.6766 -1.4557
H 2.0957 -1.6373 -0.3672
H 1.4297 -2.4116 -3.1416
H 1.6023 -3.5549 -1.7775
H -0.4336 -0.7845 -3.1728
H -2.7213 -0.2205 -2.4240
H -3.7168 -1.4116 -0.5040
H -2.6868 -4.6012 2.3333
H -1.8137 -5.1086 0.8666
```

Values from the calculation:
- HOMO energy: -8.206 eV
- E_LUMO: 0.604 eV
- Strongest force on any atom: 0.80 eV/A
- Energy relative to the best compared isomer or geometry (same formula, charge and spin): 0.095 eV
- SMILES: COc1cccc(CNC(=O)[C@H](CC(C)C)NC(=O)N2CCn3c2nc2ccccc23)c1

The following is a quantum chemistry calculation of one molecule with the formula C24H29N7O3, from the Open Molecules 2025 dataset.

```
63
Properties=species:S:1:pos:R:3
C 1.1761 0.1224 3.8745
H 2.2297 0.3756 3.9659
H 0.6296 0.6269 4.6665
H 1.0708 -0.9533 4.0007
C 0.6490 0.5766 2.5159
N 1.3278 -0.0976 1.4301
C 1.3536 -1.3956 1.0111
N 2.3033 -1.6110 0.0978
C 2.9149 -0.4301 -0.0803
C 2.3432 0.5441 0.7240
C 2.7407 1.9040 0.6484
O 2.2622 2.8797 1.2083
N 3.8021 2.0487 -0.2482
C 4.4265 1.1078 -1.0466
O 5.3327 1.4119 -1.7887
N 3.9334 -0.1738 -0.9458
C 4.4772 -1.2355 -1.7629
H 4.8755 -2.0233 -1.1242
H 3.6911 -1.6541 -2.3910
H 5.2678 -0.8095 -2.3771
H 4.1659 2.9895 -0.3490
N 0.5682 -2.4331 1.4217
C 0.4899 -3.5132 0.4423
H 1.4925 -3.7337 0.0813
C -0.3968 -3.0663 -0.7196
N -1.7168 -2.6649 -0.2475
C -1.6624 -1.6901 0.8269
C -0.7656 -2.2108 1.9480
H -0.7545 -1.5266 2.7923
H -1.1342 -3.1775 2.2987
H -2.6794 -1.5299 1.1942
H -1.2586 -0.7194 0.4947
C -2.5860 -2.2561 -1.3461
C -1.9711 -1.1268 -2.1818
O -1.3940 -1.4019 -3.2212
C -1.9568 0.2152 -1.6168
C -0.8979 1.1029 -1.7829
N -1.1155 2.2263 -1.0501
C -2.3275 2.1196 -0.4137
C -2.9658 3.0231 0.4254
C -4.2118 2.6822 0.9067
C -4.8144 1.4773 0.5455
C -4.1791 0.5733 -0.2781
C -2.9021 0.8708 -0.7521
H -4.6828 -0.3387 -0.5589
H -5.8025 1.2518 0.9186
H -4.7361 3.3617 1.5614
H -2.5071 3.9626 0.6922
C -0.2403 3.3629 -0.9513
H -0.8369 4.2724 -0.8882
H 0.3971 3.3021 -0.0647
H 0.3917 3.4229 -1.8350
C 0.3540 0.9124 -2.5566
H 1.2301 1.0736 -1.9269
H 0.3769 -0.0930 -2.9680
H 0.3971 1.6128 -3.3913
H -3.5500 -1.9776 -0.9254
H -2.7139 -3.1219 -2.0021
H -0.5328 -3.8867 -1.4271
H 0.1264 -2.2493 -1.2402
H 0.0702 -4.3872 0.9414
H -0.4319 0.4339 2.4381
H 0.8569 1.6416 2.3866
```

Values from the calculation:
- HOMO energy: -7.867 eV
- E_LUMO: 0.637 eV
- Strongest force on any atom: 1.40 eV/A
- Energy relative to the best compared isomer or geometry (same formula, charge and spin): 0.000 eV
- SMILES: CCn1c(N2CCN(CC(=O)c3c(C)n(C)c4ccccc34)CC2)nc2c1c(=O)[nH]c(=O)n2C

The following is a quantum chemistry calculation of a 9-piece molecular cluster, C24H30Br6F6O18 overall, from the Open Molecules 2025 dataset.

```
84
Properties=species:S:1:pos:R:3
Br 10.5264 14.6397 14.8653
C 9.7824 15.6406 13.2969
C 10.4712 15.3667 12.0257
Br 9.3508 16.1629 10.6628
H 9.8050 16.6402 13.6662
H 8.7109 15.3700 13.3678
H 10.4486 14.2860 11.9172
H 11.4097 15.8438 11.9620
Br 13.1716 7.8811 10.6078
C 11.7678 8.9153 11.4500
C 12.4527 10.2129 11.8470
Br 11.2958 11.6091 12.6662
H 11.4201 8.3522 12.3665
H 10.9342 9.0702 10.7854
H 12.9339 10.6679 11.0227
H 13.2098 9.9040 12.5892
Br 12.3154 10.5849 7.7829
C 11.4516 12.3432 7.7784
C 11.6152 13.0844 9.0581
Br 13.3726 13.8006 9.2408
H 10.3943 12.1736 7.6324
H 11.8790 12.8759 7.0009
H 11.3769 12.5132 9.9454
H 10.9153 13.9197 9.0192
C 12.3064 16.6862 7.2638
C 11.2153 17.6516 6.9816
O 10.0357 16.9390 7.1997
C 10.3191 15.6016 6.9640
O 9.5066 14.7546 6.9175
O 11.6187 15.3906 6.9459
F 11.2259 18.0587 5.6674
H 12.5848 16.6084 8.3718
H 13.1922 16.8295 6.5467
H 11.2370 18.5849 7.5610
C 5.9518 13.4267 10.4883
C 7.2159 12.7335 11.0484
O 7.3505 13.3030 12.2813
C 6.4384 14.3482 12.4559
O 6.4206 15.0371 13.4438
O 5.5547 14.3561 11.4130
F 8.3450 12.8691 10.3097
H 5.1961 12.7261 10.3244
H 6.1719 13.9023 9.5305
H 7.0542 11.6949 11.1530
C 11.4448 21.1880 11.5713
C 10.2330 20.2472 11.2566
O 10.7869 19.3828 10.2683
C 12.1189 19.6551 10.0426
O 12.7592 18.9133 9.3356
O 12.3945 20.8224 10.6028
F 9.2202 20.9330 10.7114
H 11.9049 21.1553 12.6092
H 11.1558 22.1914 11.3059
H 9.7261 19.5718 11.9933
C 6.3557 19.4932 13.7525
C 6.6734 20.8561 13.0829
O 7.7113 21.3186 13.8268
C 8.0680 20.5545 14.8964
O 8.9264 20.8409 15.6658
O 7.2873 19.4544 14.8235
F 5.5461 21.7042 13.1816
H 6.6107 18.6429 13.1417
H 5.4026 19.2994 14.1778
H 6.9617 20.7485 11.9937
C 12.1128 17.7381 16.6099
C 10.9045 18.7521 16.4506
O 10.8641 18.8924 15.0430
C 11.8892 18.3263 14.3972
O 12.0161 18.3975 13.2337
O 12.7783 17.8131 15.3088
F 11.2125 19.8744 17.0616
H 11.8119 16.7007 16.6457
H 12.8222 18.1103 17.3218
H 9.9773 18.3161 16.6815
C 7.1846 16.3377 16.6823
C 6.6115 14.9946 16.3803
O 5.2467 15.2902 16.2742
C 4.9769 16.4665 17.0225
O 3.8721 16.8051 17.3578
O 6.1267 17.1021 17.3403
F 6.8365 14.1362 17.4629
H 7.4942 16.8752 15.8032
H 8.0565 16.1826 17.3194
H 7.0035 14.4601 15.5744
```

Values from the calculation:
- HOMO energy: -10.111 eV
- E_LUMO: 0.085 eV
- Strongest force on any atom: 3.90 eV/A
- SMILES: O=C1OC[C@@H](F)O1.O=C1OC[C@@H](F)O1.O=C1OC[C@@H](F)O1.O=C1OC[C@@H](F)O1.O=C1OC[C@@H](F)O1.O=C1OC[C@@H](F)O1.BrCCBr.BrCCBr.BrCCBr

The following is a quantum chemistry calculation of a 4-piece molecular cluster, C24H30ClNO7S overall, from the Open Molecules 2025 dataset.

```
64
Properties=species:S:1:pos:R:3
N -0.2994 1.9429 0.4585
C -1.2986 0.8492 0.3291
C -0.4975 -0.4915 0.1539
C -1.3807 -1.7776 0.2286
C -1.8884 -2.4317 -1.0134
C -1.5534 -1.9240 -2.4471
C -1.2404 -3.0948 -3.4892
C 0.1283 -2.8921 -4.2380
C 0.1551 -3.5514 -5.6580
O -0.7785 -3.5799 -6.4088
O 1.3631 -4.1328 -6.0854
C -2.7364 -3.6360 -0.9082
C -3.0992 -4.2535 0.3611
C -2.6015 -3.6340 1.5799
C -1.7650 -2.4172 1.4861
C -1.2493 -1.8286 2.8460
O -1.2242 -0.6527 3.0911
C -0.7841 -2.9180 3.8697
C 0.4264 -2.7653 4.6833
C 0.7877 -3.8707 5.5768
C -0.0406 -5.0862 5.6502
C -1.2543 -5.2484 4.8429
C -1.6071 -4.1402 3.9576
C -2.8631 -4.1985 3.0177
O -3.9341 -4.6097 3.3982
H -0.4290 2.4601 1.3307
H 0.6407 1.5389 0.5452
H -1.9699 1.0173 -0.5678
H -1.9426 0.8499 1.2534
H 0.0500 -0.4461 -0.8251
H 0.3413 -0.5860 0.9795
H -2.4251 -1.3371 -2.8320
H -0.6523 -1.2497 -2.4540
H -1.2429 -4.1120 -3.0251
H -2.0440 -3.0255 -4.2770
H 1.0266 -3.2660 -3.6832
H 0.2703 -1.7815 -4.4031
H 2.0826 -3.5089 -5.8781
H -3.1047 -4.1500 -1.8337
H -3.7153 -5.1805 0.4611
H 1.0143 -1.8264 4.5768
H 1.7197 -3.7749 6.1880
H 0.3122 -5.8771 6.3550
H -1.8675 -6.1747 4.8723
C 2.9990 6.6315 0.5567
C 3.3072 5.6338 -0.5638
C 2.3385 4.4563 -0.4147
S 0.8691 5.1168 0.3673
O 0.7372 4.5255 1.6665
O -0.2133 5.1316 -0.5931
C 1.4825 6.7845 0.5666
H 3.4964 7.5892 0.3967
H 3.3422 6.2283 1.5127
H 3.1514 6.1199 -1.5362
H 4.3439 5.2969 -0.5295
H 2.0707 4.0282 -1.3805
H 2.7469 3.6806 0.2334
H 1.0990 7.2129 1.4908
H 1.1404 7.3703 -0.2899
Cl 1.6007 -0.2816 2.2254
O 1.8853 6.2945 -3.9222
H 1.7596 7.2622 -3.8130
H 1.6404 5.9995 -4.8268
H 1.3921 5.7865 -3.2315
```

Values from the calculation:
- HOMO energy: -5.912 eV
- E_LUMO: -3.872 eV
- Strongest force on any atom: 2.75 eV/A

The following is a quantum chemistry calculation of C24H30F8GaO21 as an isolated structure, from the Open Molecules 2025 dataset.

```
84
Properties=species:S:1:pos:R:3
F 4.5626 -0.5753 -2.1054
C 3.2298 -0.1847 -2.3577
C 2.9067 1.1459 -1.7377
C 1.4324 1.5186 -1.9363
Ga 0.0323 0.0375 -1.8412
H 2.5834 -0.9730 -1.9709
H 3.1145 -0.1517 -3.4442
H 3.5999 1.8916 -2.1497
H 3.1411 1.0695 -0.6679
H 1.1550 2.2366 -1.1634
H 1.3138 2.0442 -2.8896
H 0.2305 -1.0496 -3.0122
H 0.2237 -0.6488 -0.3727
H -1.4283 0.7247 -1.9472
C 1.1979 6.4366 1.2362
C 2.1973 5.3365 0.8989
O 1.3922 4.4127 0.2102
C 0.3239 5.0471 -0.3312
O -0.4318 4.5928 -1.1142
O 0.2436 6.3103 0.1850
F 2.7125 4.7565 2.0101
H 0.7273 6.2071 2.1939
H 1.6155 7.4388 1.2345
H 3.0159 5.6447 0.2499
C 0.3663 8.5045 -2.9430
C 1.5293 9.4398 -3.2432
O 2.5884 8.8349 -2.5393
C 2.3068 7.5090 -2.3611
O 3.0817 6.7078 -1.9609
O 1.0326 7.2692 -2.7118
F 1.3345 10.6948 -2.7687
H -0.1309 8.8269 -2.0261
H -0.3488 8.3812 -3.7483
H 1.8029 9.5169 -4.2970
C -3.5171 -3.6521 -4.1396
C -3.8016 -2.1711 -3.9227
O -2.5715 -1.5895 -4.2410
C -1.8973 -2.3854 -5.1064
O -0.9524 -2.0963 -5.7489
O -2.5026 -3.6146 -5.1364
F -4.1378 -1.8914 -2.6429
H -3.1227 -4.0661 -3.2094
H -4.3598 -4.2309 -4.5036
H -4.5798 -1.7502 -4.5656
C 1.1212 -2.6224 1.8133
C 1.8501 -3.8785 1.3670
O 0.7829 -4.7676 1.1092
C -0.3534 -4.0267 0.8259
O -1.3381 -4.5037 0.3717
O -0.1274 -2.7624 1.1515
F 2.6402 -4.4269 2.3329
H 0.9524 -2.6375 2.8913
H 1.5902 -1.6901 1.5177
H 2.4487 -3.7665 0.4623
C -1.6752 1.4003 2.1666
C -0.4351 2.2317 1.8529
O 0.5290 1.6577 2.7166
C 0.1566 0.4044 3.0485
O 0.8498 -0.3829 3.6107
O -1.1023 0.1691 2.6335
F -0.5931 3.5396 2.1957
H -2.2189 1.8611 2.9936
H -2.3290 1.2168 1.3209
H -0.0796 2.1708 0.8239
C 1.5723 -7.4895 2.4309
C 2.7772 -8.3544 2.0873
O 2.6217 -9.4585 2.9519
C 1.3100 -9.5651 3.3071
O 0.8422 -10.4959 3.8712
O 0.6421 -8.4678 2.9103
F 3.9612 -7.7529 2.3439
H 1.8366 -6.8092 3.2424
H 1.1515 -6.9397 1.6023
H 2.7997 -8.7199 1.0588
C -3.5688 -2.2281 2.6677
C -4.6697 -2.1676 3.7159
O -5.1571 -0.8543 3.5703
C -4.8748 -0.4143 2.3071
O -5.3203 0.5726 1.8282
O -4.0272 -1.2692 1.7102
F -4.2115 -2.3378 4.9802
H -2.6276 -1.8828 3.0981
H -3.4433 -3.1917 2.1869
H -5.4952 -2.8657 3.5623
```

Values from the calculation:
- HOMO energy: -4.956 eV
- E_LUMO: 1.970 eV
- Strongest force on any atom: 0.94 eV/A
- Net charge: -1

The following is a quantum chemistry calculation of one molecule with the formula C24H30N4O4, from the Open Molecules 2025 dataset.

```
62
Properties=species:S:1:pos:R:3
N 0.1717 3.3205 5.2393
C -0.8852 3.1310 4.4196
O -2.0332 3.1756 4.8032
C -0.5190 2.8909 2.9574
H 0.1648 3.6710 2.6249
H -1.4381 2.9428 2.3716
C 0.1237 1.4953 2.8031
N -0.5110 0.5685 3.7154
C 0.0747 0.2012 4.8807
O 1.2169 0.5194 5.1632
C -0.7870 -0.6320 5.7617
C -2.1232 -0.3066 5.9767
C -2.8936 -1.0885 6.8190
C -2.3418 -2.1967 7.4408
C -1.0084 -2.5137 7.2393
C -0.2290 -1.7280 6.4107
H 0.8140 -1.9548 6.2491
H -0.5754 -3.3718 7.7315
H -2.9500 -2.8084 8.0908
H -3.9278 -0.8303 6.9916
H -2.5510 0.5765 5.5227
H -1.4833 0.3530 3.5591
C 0.0665 0.9892 1.3806
C -0.1965 -0.3305 1.1051
C -0.2423 -0.8220 -0.2056
C -0.0072 0.0413 -1.3114
N -0.0717 -0.3993 -2.5730
H -0.2183 -1.4006 -2.6769
C 0.1676 0.3389 -3.7903
C 1.6808 0.3993 -4.0677
C 2.0615 0.9310 -5.4548
C 2.4964 -0.1446 -6.4525
H 2.9020 0.3669 -7.3298
H 3.3134 -0.7200 -6.0101
C 1.4207 -1.1180 -6.9401
H 1.8695 -1.6980 -7.7499
C 0.9036 -2.0924 -5.8738
C -0.4605 -1.7335 -5.2763
H -0.6364 -2.3762 -4.4110
H -1.2281 -1.9849 -6.0134
C -0.6937 -0.2685 -4.9043
H -0.5835 0.3500 -5.7940
H -1.7352 -0.1771 -4.5827
H 0.7960 -3.0829 -6.3222
H 1.6476 -2.1965 -5.0851
H 0.5886 -0.5639 -7.3767
H 1.2394 1.5142 -5.8725
H 2.9052 1.6158 -5.3411
H 2.1108 -0.5898 -3.9190
H 2.1179 1.0442 -3.3011
H -0.1933 1.3673 -3.6549
C 0.2770 1.3895 -0.9944
C 0.3106 1.8442 0.2958
H 0.5396 2.8831 0.4745
H 0.4767 2.0809 -1.7962
N -0.5274 -2.1973 -0.3500
O -0.7743 -2.8499 0.6487
O -0.5197 -2.7004 -1.4754
H -0.3653 -1.0387 1.9020
H 1.1740 1.5359 3.1255
H -0.0149 3.3625 6.2294
H 1.0941 3.0160 4.9736
```

Values from the calculation:
- HOMO energy: -8.205 eV
- E_LUMO: -0.454 eV
- Strongest force on any atom: 1.41 eV/A
- Energy relative to the best compared isomer or geometry (same formula, charge and spin): 3.193 eV
- SMILES: NC(=O)C[C@@H](NC(=O)c1ccccc1)c1ccc(NC2CCCCCCC2)c([N+](=O)[O-])c1

The following is a quantum chemistry calculation of a 2-piece molecular cluster, C24H30N4O8 overall, from the Open Molecules 2025 dataset.

```
66
Properties=species:S:1:pos:R:3
O 4.6219 -8.1348 3.2146
O 3.9878 -2.0215 2.1013
O -2.8606 2.5850 -4.1788
O -3.1208 5.9975 -1.8373
O -3.3848 0.9248 0.0749
O -1.4363 0.7782 -0.8805
O 2.7325 -9.0801 2.4168
O 4.6533 -3.0726 3.9874
C 3.5293 -8.0180 2.6848
C 4.0045 -3.0207 2.8021
C -2.3009 3.4855 -3.5714
C -2.3589 5.5415 -0.9922
C -3.2362 -3.0641 1.1773
C 3.7249 -5.5057 2.7332
C 1.9171 -6.5185 1.4959
C 2.1525 -4.1213 1.5228
C -3.3127 -1.7079 0.8528
C -2.1607 -3.8342 0.7324
C -1.2273 -1.8891 -0.3507
C 3.0548 -6.6693 2.3074
C 3.2872 -4.2253 2.3479
C 1.4661 -5.2622 1.0902
C -2.3077 -1.0879 0.0819
C -1.1437 -3.2530 -0.0391
N -2.1715 6.1537 0.1850
N 0.3436 -5.2116 0.2617
N -2.0776 3.3357 -2.2621
N -2.3820 0.2832 -0.2610
C -1.8298 4.6957 -4.3574
C -2.8267 7.4047 0.5677
C -0.0033 -4.0686 -0.6033
C 2.3375 3.8127 -1.5801
C 0.9564 2.9039 0.2524
C 0.9227 3.3605 -1.2103
C -0.0409 4.5381 -1.4383
C -1.5462 4.2501 -1.2320
H 3.2292 -9.8466 2.7417
H 5.0437 -2.1926 4.0964
H -4.0203 -3.5221 1.7726
H 4.6042 -5.5969 3.3690
H 1.3806 -7.3994 1.1589
H 1.8003 -3.1361 1.2347
H -4.1691 -1.1396 1.2065
H -2.1232 -4.8897 0.9843
H -0.4390 -1.4548 -0.9608
H -1.5317 5.7332 0.8402
H -0.0615 -6.1087 -0.0017
H -2.4123 2.4471 -1.9210
H -1.6640 5.5578 -3.7235
H -2.5985 4.9469 -5.0857
H -0.9077 4.4389 -4.8717
H -2.3266 7.8497 1.4288
H -3.8727 7.2121 0.8131
H -2.7936 8.1098 -0.2663
H 0.8724 -3.4326 -0.7702
H -0.3021 -4.4471 -1.5865
H 2.3645 4.1139 -2.6277
H 3.0343 2.9852 -1.4435
H 2.6481 4.6516 -0.9571
H 1.6899 2.1051 0.3667
H 1.2322 3.7343 0.9016
H -0.0130 2.5143 0.5549
H 0.6437 2.5228 -1.8487
H 0.2561 5.3383 -0.7595
H 0.1104 4.9147 -2.4482
H -1.6379 3.7060 -0.2933
```

Values from the calculation:
- HOMO energy: -8.699 eV
- E_LUMO: -1.203 eV
- Strongest force on any atom: 3.35 eV/A
- Energy relative to the best compared isomer or geometry (same formula, charge and spin): 0.384 eV
- SMILES: O=C(O)c1cc(NCc2cccc([N+](=O)[O-])c2)cc(C(=O)O)c1.CNC(=O)[C@H](CC(C)C)NC(C)=O